Entry 1:
{"formula": "C2H7S2", "method": "ωB97M-V/def2-TZVPD", "e_above_lowest_kj_mol": 9.15, "charge": -1, "multiplicity": 1, "max_force_ev_per_a": 0.572, "e_homo_ev": -3.056, "species": ["S", "H", "C", "C", "S", "H", "H", "H", "H", "H", "H"], "positions_angstrom": [[1.708, 0.649, 1.604], [2.295, -0.443, 2.115], [-2.303, 0.579, -0.511], [-1.471, -0.712, -0.500], [0.141, -0.487, -1.308], [-1.878, 1.265, 0.226], [-3.372, 0.442, -0.333], [-2.225, 1.040, -1.500], [-1.234, -0.983, 0.535], [-2.005, -1.548, -0.940], [0.736, 0.028, -0.125]], "nbo_charge": [-0.932, 0.095, -0.622, -0.524, -0.225, 0.220, 0.182, 0.200, 0.220, 0.190, 0.196]}

Entry 2:
{"formula": "C2H8BCdClGaO3", "method": "ωB97M-V/def2-TZVPD", "charge": 1, "multiplicity": 1, "max_force_ev_per_a": 5.452, "e_homo_ev": -12.855, "species": ["C", "C", "O", "B", "O", "Ga", "O", "Cl", "H", "H", "H", "H", "H", "H", "H", "H", "Cd"], "positions_angstrom": [[-2.226, 1.411, 0.190], [-1.245, 0.203, -0.418], [-0.846, -0.646, 0.715], [0.611, -0.868, 0.770], [1.226, -0.931, 2.143], [1.891, -1.151, -0.835], [1.138, -0.749, -2.536], [3.759, 0.181, -0.616], [-1.645, 1.937, 1.085], [-2.461, 2.206, -0.669], [-3.257, 0.954, 0.505], [-1.948, -0.414, -1.148], [-0.368, 0.757, -0.960], [0.673, -0.368, 2.764], [2.436, -2.672, -0.786], [0.178, -1.049, -2.510], [2.084, 1.197, 2.307]], "mulliken_charge": [-0.904, -0.314, -0.458, 0.708, -0.738, 0.516, -0.529, -0.406, 0.210, 0.321, 0.282, 0.243, 0.384, 0.392, -0.074, 0.313, 1.056]}

Entry 3:
{"formula": "C2H8Br2Si3", "method": "ωB97M-V/def2-TZVPD", "e_above_lowest_kj_mol": 9.56, "smiles": "Br[Si@H]1C[SiH2]C[Si@@H]1Br", "charge": 0, "multiplicity": 1, "max_force_ev_per_a": 3.358, "e_homo_ev": -9.771, "species": ["Br", "Si", "C", "Si", "C", "Si", "Br", "H", "H", "H", "H", "H", "H", "H", "H"], "positions_angstrom": [[-3.029, 2.217, 0.181], [-0.983, 1.133, 0.863], [-1.358, -0.727, 0.624], [0.317, -1.605, 0.132], [1.490, -0.434, -0.829], [0.680, 1.377, -0.738], [2.226, 2.696, 0.175], [-0.838, 1.754, 2.260], [-2.139, -0.772, -0.256], [-1.721, -1.173, 1.520], [-0.222, -2.888, -0.502], [1.184, -2.138, 1.199], [2.490, -0.352, -0.513], [1.384, -0.720, -1.856], [0.519, 1.633, -2.259]], "nbo_charge": [-0.379, 0.858, -1.330, 1.096, -1.274, 0.749, -0.297, -0.097, 0.296, 0.270, -0.156, -0.167, 0.271, 0.260, -0.100]}

Entry 4:
{"formula": "C2H8Br2Si3", "method": "ωB97M-V/def2-TZVPD", "e_above_lowest_kj_mol": 322.63, "charge": 0, "multiplicity": 1, "max_force_ev_per_a": 3.357, "e_homo_ev": [-8.087, -8.088], "species": ["C", "C", "Si", "Si", "Si", "Br", "Br", "H", "H", "H", "H", "H", "H", "H", "H"], "positions_angstrom": [[-0.712, -0.253, -1.169], [1.356, 0.909, 0.810], [0.132, 1.338, -0.592], [-1.072, -1.293, 0.411], [1.092, -0.910, 1.176], [2.409, -2.092, -0.309], [-4.375, -0.552, -0.574], [-1.650, -0.264, -1.621], [0.035, -0.910, -1.723], [2.361, 1.285, 0.480], [1.139, 1.584, 1.710], [0.979, 1.862, -1.638], [-0.965, 2.264, -0.169], [-2.425, -1.902, 0.603], [1.697, -1.066, 2.604]], "nbo_charge": [-1.376, -1.393, 1.136, 1.113, 0.780, -0.280, -0.762, 0.313, 0.294, 0.303, 0.294, -0.156, -0.132, -0.036, -0.098]}

Entry 5:
{"formula": "C2H8Cl2N3PS", "method": "ωB97M-V/def2-TZVPD", "e_above_lowest_kj_mol": 317.52, "charge": 0, "multiplicity": 1, "max_force_ev_per_a": 3.776, "e_homo_ev": [-9.160, -9.162], "species": ["C", "C", "N", "N", "N", "P", "S", "Cl", "Cl", "H", "H", "H", "H", "H", "H", "H", "H"], "positions_angstrom": [[2.648, 0.796, -0.732], [1.388, -0.042, -0.718], [0.933, -0.187, 0.626], [-1.705, -1.770, 0.928], [-2.488, 0.598, 1.105], [-1.415, -0.342, 0.166], [-1.793, -0.049, -1.784], [-3.362, -2.570, 0.923], [-2.911, 2.163, 0.619], [3.565, 0.290, -1.011], [2.660, 1.632, -1.458], [2.744, 1.288, 0.201], [0.620, 0.386, -1.418], [1.568, -1.110, -1.116], [1.080, 0.772, 1.193], [-1.375, -2.552, 0.424], [-2.157, 0.695, 2.052]], "nbo_charge": [-0.623, -0.294, -0.686, -0.932, -0.948, 1.506, -0.507, 0.093, 0.169, 0.222, 0.215, 0.201, 0.227, 0.187, 0.350, 0.416, 0.402]}

Entry 6:
{"formula": "C2H8ClN2P", "method": "ωB97M-V/def2-TZVPD", "e_above_lowest_kj_mol": 68.06, "smiles": "CNP(Cl)NC", "charge": 0, "multiplicity": 1, "max_force_ev_per_a": 3.836, "e_homo_ev": -8.135, "species": ["C", "N", "P", "Cl", "N", "C", "H", "H", "H", "H", "H", "H", "H", "H"], "positions_angstrom": [[2.447, -0.005, 0.340], [1.409, -1.101, 0.114], [0.151, -0.667, -0.903], [-0.763, -2.382, -1.144], [-1.150, 0.328, 0.334], [-2.355, 0.836, -0.236], [2.013, 0.810, 0.957], [3.347, -0.448, 0.789], [2.654, 0.434, -0.685], [1.133, -1.787, 0.790], [-0.563, 1.040, 0.736], [-2.274, 1.326, -1.226], [-3.087, 0.069, -0.298], [-2.961, 1.546, 0.432]], "nbo_charge": [-0.419, -0.978, 1.079, -0.273, -0.901, -0.433, 0.189, 0.219, 0.215, 0.401, 0.349, 0.165, 0.192, 0.196]}

Entry 7:
{"formula": "C2H8CsO2", "method": "ωB97M-V/def2-TZVPD", "e_above_lowest_kj_mol": 0.00, "charge": 1, "multiplicity": 1, "max_force_ev_per_a": 1.269, "e_homo_ev": -14.082, "species": ["Cs", "C", "C", "O", "H", "H", "H", "H", "H", "H", "O", "H", "H"], "positions_angstrom": [[-0.667, 1.805, 1.320], [0.341, -1.498, -1.176], [-0.831, -1.901, -0.285], [-1.537, -0.735, 0.130], [1.210, -1.265, -0.552], [0.123, -0.542, -1.654], [0.562, -2.335, -1.830], [-0.437, -2.507, 0.540], [-1.526, -2.546, -0.834], [-2.430, -0.919, 0.433], [1.555, 3.796, 1.325], [1.519, 4.429, 0.595], [2.118, 4.217, 1.988]], "nbo_charge": [0.993, -0.632, -0.065, -0.794, 0.201, 0.211, 0.242, 0.173, 0.179, 0.489, -0.988, 0.491, 0.500]}

Entry 8:
{"formula": "C2H8F6LiNO8S2", "method": "ωB97M-V/def2-TZVPD", "e_above_lowest_kj_mol": 58.30, "charge": 0, "multiplicity": 1, "max_force_ev_per_a": 4.453, "e_homo_ev": -8.925, "species": ["Li", "C", "F", "F", "F", "S", "O", "O", "N", "S", "O", "O", "C", "F", "F", "F", "O", "H", "H", "O", "H", "H", "O", "H", "H", "O", "H", "H"], "positions_angstrom": [[-0.850, -1.800, -0.162], [2.683, 1.771, 1.968], [2.017, 0.596, 1.895], [2.113, 2.568, 2.999], [3.996, 1.528, 2.080], [2.425, 2.506, 0.239], [3.172, 3.767, 0.395], [3.027, 1.565, -0.717], [0.665, 2.785, 0.166], [0.180, 1.882, -0.974], [0.709, 2.324, -2.284], [0.358, 0.425, -0.759], [-1.784, 2.309, -0.891], [-1.970, 3.559, -1.267], [-2.554, 1.501, -1.556], [-2.145, 2.105, 0.409], [-0.374, -0.943, 1.680], [-0.314, -1.579, 2.392], [0.159, -0.204, 1.972], [-0.331, -3.802, 0.262], [0.564, -4.139, 0.212], [-0.762, -4.360, 0.910], [-0.740, -1.989, -2.296], [-1.150, -2.639, -2.867], [-0.057, -1.592, -2.837], [-2.812, -2.411, -0.464], [-3.457, -2.412, 0.244], [-2.767, -3.324, -0.749]], "nbo_charge": [0.913, 0.760, -0.346, -0.321, -0.291, 2.087, -0.907, -0.877, -1.119, 2.127, -0.931, -1.011, 0.792, -0.298, -0.308, -0.342, -0.971, 0.473, 0.516, -0.967, 0.498, 0.486, -0.966, 0.479, 0.505, -0.952, 0.490, 0.482]}

Entry 9:
{"formula": "C2H8GaNOPSSn", "method": "ωB97M-V/def2-TZVPD", "charge": 1, "multiplicity": 1, "max_force_ev_per_a": 1.059, "e_homo_ev": -10.299, "species": ["N", "C", "C", "Ga", "O", "P", "S", "H", "H", "H", "H", "H", "H", "H", "H", "Sn"], "positions_angstrom": [[-2.379, -0.108, -0.484], [-1.252, -0.043, -1.092], [-0.162, -0.919, -0.987], [1.241, 0.261, 0.088], [0.515, 1.942, 0.301], [1.444, -0.863, 2.199], [2.357, 0.246, 3.538], [-3.101, 0.629, -0.448], [-1.008, 0.870, -1.755], [0.285, -1.251, -1.913], [-0.492, -1.755, -0.382], [2.619, 0.327, -0.640], [0.247, 2.321, -0.539], [0.178, -1.316, 2.593], [2.123, -2.052, 1.923], [-2.616, 1.711, -2.400]], "nbo_charge": [-0.648, 0.139, -0.849, 1.151, -1.105, 0.282, -0.337, 0.337, -0.001, 0.285, 0.275, -0.254, 0.440, 0.002, 0.015, 1.268]}

Entry 10:
{"formula": "C2H8IN2O", "method": "ωB97M-V/def2-TZVPD", "e_above_lowest_kj_mol": 43.71, "charge": 1, "multiplicity": 1, "max_force_ev_per_a": 4.427, "e_homo_ev": -13.692, "species": ["C", "C", "N", "N", "O", "I", "H", "H", "H", "H", "H", "H", "H", "H"], "positions_angstrom": [[-0.080, -2.244, -0.378], [-1.610, 1.876, 0.849], [-1.928, 0.631, 0.776], [-0.720, 2.435, -0.002], [0.011, -0.773, -0.252], [-3.171, -0.376, 1.988], [0.902, -2.663, -0.799], [-0.919, -2.594, -1.099], [-0.054, -2.722, 0.560], [-2.067, 2.529, 1.480], [-1.265, -0.064, 0.406], [-0.151, 1.948, -0.760], [0.187, -0.414, -1.099], [-0.701, 3.408, -0.032]], "nbo_charge": [-0.284, 0.392, -0.704, -0.727, -0.749, 0.449, 0.205, 0.202, 0.213, 0.215, 0.456, 0.429, 0.482, 0.421]}

Entry 11:
{"formula": "C2H8LiO6S", "method": "ωB97M-V/def2-TZVPD", "e_above_lowest_kj_mol": 70.75, "charge": -1, "multiplicity": 1, "max_force_ev_per_a": 8.795, "e_homo_ev": -2.301, "species": ["Li", "S", "O", "O", "O", "O", "C", "O", "H", "H", "H", "H", "C", "O", "H", "H", "H", "H"], "positions_angstrom": [[0.236, 0.153, -0.266], [-2.694, -0.279, -1.466], [-1.434, -0.184, -0.753], [-2.777, 0.659, -2.597], [-3.061, -1.656, -1.979], [-3.811, 0.030, -0.521], [1.991, -2.259, -0.320], [2.131, -0.964, -0.697], [1.820, -2.276, 0.883], [3.003, -2.573, -0.525], [1.403, -2.872, -0.796], [2.853, -0.739, -1.106], [-0.289, 2.287, 1.729], [0.798, 1.422, 1.282], [-0.638, 2.798, 0.690], [0.060, 2.926, 2.696], [-1.086, 1.601, 2.158], [1.487, 1.918, 1.591]], "nbo_charge": [0.925, 2.577, -1.224, -1.091, -1.097, -1.120, -0.207, -0.740, 0.155, 0.153, 0.184, 0.472, -0.302, -0.774, 0.227, 0.170, 0.222, 0.471]}

Entry 12:
{"formula": "C2H8N", "method": "ωB97M-V/def2-TZVPD", "e_above_lowest_kj_mol": 574.80, "charge": 1, "multiplicity": 1, "max_force_ev_per_a": 2.858, "e_homo_ev": -16.600, "species": ["C", "N", "C", "H", "H", "H", "H", "H", "H", "H", "H"], "positions_angstrom": [[2.143, -0.117, 0.094], [-0.756, -0.102, -0.284], [-2.033, 0.182, 0.145], [2.984, 0.559, -0.022], [1.913, -0.223, 1.155], [2.271, -1.085, -0.383], [-0.732, -0.606, -1.192], [1.254, 0.393, -0.325], [-2.093, 1.302, 0.251], [-2.159, -0.235, 1.161], [-2.791, -0.067, -0.600]], "nbo_charge": [-0.820, 0.105, -0.576, 0.240, 0.220, 0.223, 0.383, 0.179, 0.408, 0.384, 0.253]}

Entry 13:
{"formula": "C2H8N2", "method": "ωB97M-V/def2-TZVPD", "e_above_lowest_kj_mol": 94.09, "smiles": "CNCN", "charge": 0, "multiplicity": 1, "max_force_ev_per_a": 2.870, "e_homo_ev": -8.487, "species": ["C", "N", "C", "N", "H", "H", "H", "H", "H", "H", "H", "H"], "positions_angstrom": [[0.916, 1.550, 0.318], [0.373, 0.198, 0.590], [-0.293, -0.514, -0.507], [-1.013, -1.737, 0.098], [0.571, 2.382, 1.010], [1.988, 1.365, 0.354], [0.574, 1.818, -0.688], [-0.179, 0.293, 1.477], [0.389, -0.774, -1.309], [-1.140, 0.100, -0.866], [-0.493, -2.667, 0.082], [-1.692, -2.013, -0.560]], "nbo_charge": [-0.425, -0.661, -0.040, -0.836, 0.197, 0.199, 0.178, 0.372, 0.171, 0.148, 0.353, 0.344]}

Entry 14:
{"formula": "C2H8N2", "method": "ωB97M-V/def2-TZVPD", "e_above_lowest_kj_mol": 89.62, "smiles": "C=NC.N", "charge": 0, "multiplicity": 1, "max_force_ev_per_a": 0.877, "e_homo_ev": -9.390, "species": ["C", "N", "C", "H", "H", "H", "H", "H", "N", "H", "H", "H"], "positions_angstrom": [[-0.940, 3.481, -2.474], [-1.122, 2.246, -2.504], [-1.670, 1.611, -1.323], [-0.495, 3.956, -3.344], [-1.171, 4.157, -1.645], [-0.860, 1.038, -0.878], [-2.444, 0.875, -1.556], [-2.036, 2.321, -0.572], [2.735, -4.894, 3.599], [2.373, -4.042, 3.225], [2.384, -5.238, 4.470], [3.246, -5.512, 3.003]], "nbo_charge": [-0.061, -0.380, -0.446, 0.167, 0.136, 0.207, 0.207, 0.169, -1.128, 0.376, 0.376, 0.376]}

Entry 15:
{"formula": "C2H8N2", "method": "ωB97M-V/def2-TZVPD", "e_above_lowest_kj_mol": 306.08, "charge": 0, "multiplicity": 1, "max_force_ev_per_a": 4.267, "e_homo_ev": -9.138, "species": ["N", "C", "C", "N", "H", "H", "H", "H", "H", "H", "H", "H"], "positions_angstrom": [[-1.818, 0.278, -0.655], [-0.481, -0.640, -0.178], [0.514, 0.480, 0.075], [1.772, 0.121, 0.722], [-2.562, -0.295, -0.253], [-1.118, -0.373, -1.313], [0.057, -1.443, -0.720], [-0.801, -1.098, 0.748], [0.731, 0.990, -0.869], [0.023, 1.265, 0.673], [1.618, -0.298, 1.631], [2.301, -0.555, 0.183]], "nbo_charge": [-0.820, -0.380, -0.224, -0.829, 0.339, 0.399, 0.202, 0.214, 0.191, 0.209, 0.351, 0.347]}

Entry 16:
{"formula": "C2H8N2O", "method": "ωB97M-V/def2-TZVPD", "e_above_lowest_kj_mol": 300.91, "smiles": "[H]/N=C\\NC.O", "charge": 0, "multiplicity": 1, "max_force_ev_per_a": 3.718, "e_homo_ev": -8.667, "species": ["H", "N", "C", "N", "C", "H", "H", "H", "H", "H", "O", "H", "H"], "positions_angstrom": [[2.249, -0.245, 1.098], [1.454, -0.871, 1.172], [0.337, -0.308, 0.921], [0.061, 0.657, -0.046], [-1.215, 1.310, 0.133], [-0.373, -0.179, 1.783], [0.612, 0.468, -0.860], [-1.865, 0.726, 0.788], [-1.430, 1.756, -0.843], [-1.207, 2.105, 0.912], [0.060, -1.683, -1.775], [0.837, -1.794, -2.335], [0.480, -1.942, -0.948]], "nbo_charge": [0.366, -0.825, 0.326, -0.617, -0.433, 0.142, 0.418, 0.213, 0.225, 0.186, -0.939, 0.463, 0.476]}

Entry 17:
{"formula": "C2H8N2O", "method": "ωB97M-V/def2-TZVPD", "e_above_lowest_kj_mol": 128.91, "smiles": "[H]/N=C/NC.O", "charge": 0, "multiplicity": 1, "max_force_ev_per_a": 1.021, "e_homo_ev": -9.272, "species": ["H", "N", "C", "N", "C", "H", "H", "H", "H", "H", "O", "H", "H"], "positions_angstrom": [[0.528, -1.224, 1.832], [-0.134, -0.621, 1.356], [-0.181, -0.992, 0.140], [-1.055, -0.411, -0.733], [-0.712, -0.354, -2.153], [0.476, -1.812, -0.139], [-1.330, 0.476, -0.334], [-1.414, 0.253, -2.703], [-0.765, -1.367, -2.568], [0.293, 0.047, -2.310], [1.775, 2.033, 2.340], [1.262, 2.735, 2.754], [1.257, 1.239, 2.518]], "nbo_charge": [0.335, -0.732, 0.282, -0.609, -0.414, 0.156, 0.388, 0.212, 0.200, 0.184, -0.945, 0.464, 0.479]}

Entry 18:
{"formula": "C2H8N2O", "method": "ωB97M-V/def2-TZVPD", "e_above_lowest_kj_mol": 157.90, "smiles": "N/C=C/N.O", "charge": 0, "multiplicity": 1, "max_force_ev_per_a": 0.878, "e_homo_ev": -7.741, "species": ["N", "C", "C", "N", "H", "H", "H", "H", "H", "H", "O", "H", "H"], "positions_angstrom": [[0.823, -0.722, 1.987], [0.810, -0.263, 0.645], [0.040, -0.703, -0.340], [0.009, -0.116, -1.643], [1.742, -0.577, 2.384], [0.638, -1.714, 2.060], [1.552, 0.496, 0.407], [-0.682, -1.502, -0.205], [0.954, 0.054, -1.944], [-0.425, -0.747, -2.295], [-2.187, 1.959, -0.301], [-1.708, 2.261, -1.072], [-1.567, 1.573, 0.316]], "nbo_charge": [-0.811, -0.092, -0.095, -0.822, 0.364, 0.365, 0.179, 0.184, 0.361, 0.368, -0.952, 0.474, 0.477]}

Entry 19:
{"formula": "C2H8N2O", "method": "ωB97M-V/def2-TZVPD", "e_above_lowest_kj_mol": 197.63, "smiles": "N/C=C/N.O", "charge": 0, "multiplicity": 1, "max_force_ev_per_a": 2.605, "e_homo_ev": -7.600, "species": ["N", "C", "C", "N", "H", "H", "H", "H", "H", "H", "O", "H", "H"], "positions_angstrom": [[-1.261, -1.796, -0.515], [-0.527, -0.569, -0.408], [0.741, -0.502, -0.046], [1.509, 0.690, 0.343], [-0.672, -2.617, -0.330], [-1.853, -1.870, -1.306], [-1.125, 0.185, -0.844], [1.280, -1.345, 0.339], [1.681, 1.294, -0.454], [2.458, 0.401, 0.584], [-1.115, 1.955, 0.710], [-0.699, 1.611, 1.506], [-0.417, 2.564, 0.420]], "nbo_charge": [-0.820, -0.029, -0.142, -0.841, 0.364, 0.371, 0.208, 0.169, 0.355, 0.359, -0.936, 0.476, 0.465]}